{"formula": "C2H6N2O2", "method": "the ωB97M-V functional and the def2-TZVPD basis", "species": ["H", "N", "C", "C", "H", "H", "H", "H", "O", "N", "O", "H"], "positions_angstrom": [[1.496, 0.570, 0.279], [0.572, 0.426, -0.113], [0.018, -0.685, 0.056], [0.562, -1.888, 0.763], [-0.973, -0.785, -0.375], [-0.174, -2.275, 1.465], [1.480, -1.669, 1.296], [0.764, -2.667, 0.026], [0.155, 2.887, -1.071], [-0.409, 2.254, -0.217], [-1.652, 1.809, -0.586], [-1.837, 2.023, -1.522]], "max_force_ev_per_a": 2.71, "orbital_gap_ev": 10.0, "total_charge": 0, "smiles": "[H]/N=C\\C.O=NO", "e_above_lowest_kj_mol": 460.3}

=====

{"formula": "C2H6N2O2", "method": "the ωB97M-V functional and the def2-TZVPD basis", "species": ["C", "N", "C", "N", "O", "O", "H", "H", "H", "H", "H", "H"], "positions_angstrom": [[0.032, 0.481, -1.804], [-0.619, 0.137, 0.007], [0.578, 0.072, 0.588], [0.736, -0.435, 1.840], [-1.651, -0.618, 0.633], [1.545, 0.360, -0.164], [-2.296, 0.061, 0.880], [1.665, -0.736, 2.087], [-0.051, -0.944, 2.213], [-0.737, -0.184, -2.172], [0.989, 0.269, -2.261], [-0.192, 1.538, -1.848]], "max_force_ev_per_a": 2.59, "orbital_gap_ev": 9.4, "total_charge": 0, "e_above_lowest_kj_mol": 439.4}

=====

{"formula": "C2H6N2O2", "method": "the ωB97M-V functional and the def2-TZVPD basis", "species": ["N", "N", "C", "O", "C", "O", "H", "H", "H", "H", "H", "H"], "positions_angstrom": [[-1.728, 0.438, 0.606], [-0.481, -0.049, 0.150], [-0.365, -0.671, -1.039], [0.752, -0.734, -1.592], [1.128, 0.536, 0.559], [2.045, -0.448, 0.808], [-2.297, 0.770, -0.174], [-2.239, -0.330, 1.040], [-1.301, -0.884, -1.581], [0.854, 1.033, 1.486], [1.417, 1.236, -0.222], [2.215, -0.897, -0.039]], "max_force_ev_per_a": 2.68, "orbital_gap_ev": 10.4, "total_charge": 0, "smiles": "NN(C=O)CO", "e_above_lowest_kj_mol": 269.3}

=====

{"formula": "C2H6N2O2", "method": "the ωB97M-V functional and the def2-TZVPD basis", "species": ["C", "N", "O", "H", "H", "H", "C", "N", "O", "H", "H", "H"], "positions_angstrom": [[-0.531, -0.099, -1.569], [0.021, 0.894, -2.287], [0.098, -0.863, -0.831], [-1.610, -0.210, -1.751], [-0.605, 1.405, -2.880], [1.018, 1.010, -2.227], [0.299, -0.913, 2.085], [0.317, 0.325, 1.708], [0.640, -1.355, 3.201], [0.025, -1.675, 1.335], [-0.112, 0.446, 0.797], [0.442, 1.035, 2.418]], "max_force_ev_per_a": 1.47, "orbital_gap_ev": [10.4, 5.6], "total_charge": 1, "spin_multiplicity": 2, "s_squared": 0.755, "e_above_lowest_kj_mol": 37.7}

=====

{"formula": "C2H6N2O2S", "method": "the ωB97M-V functional and the def2-TZVPD basis", "species": ["C", "C", "N", "N", "O", "O", "S", "H", "H", "H", "H", "H", "H"], "positions_angstrom": [[0.276, -0.393, 1.407], [-0.489, -0.420, 0.111], [0.209, -0.003, -1.086], [-1.276, -1.832, -1.758], [0.612, -2.831, -3.156], [1.067, -1.003, -1.472], [-0.016, -1.683, -2.514], [-0.011, -1.163, 2.069], [1.325, -0.536, 1.175], [0.129, 0.535, 1.822], [-1.430, 0.050, 0.069], [-0.690, -1.528, -0.252], [-0.081, -0.689, -3.512]], "max_force_ev_per_a": 4.75, "orbital_gap_ev": [6.8, 6.6], "total_charge": 0, "e_above_lowest_kj_mol": 898.5}

=====

{"formula": "C2H6N2O2S", "method": "the ωB97M-V functional and the def2-TZVPD basis", "species": ["N", "S", "C", "N", "C", "O", "O", "H", "H", "H", "H", "H", "H"], "positions_angstrom": [[2.132, -1.062, -0.126], [1.502, 0.435, -0.482], [-0.204, 0.441, 0.331], [-0.962, 1.566, -0.119], [-0.879, -0.839, 0.036], [-0.459, -1.882, 0.524], [-1.925, -0.739, -0.733], [1.302, -1.757, -0.075], [2.722, -1.165, 0.734], [-0.009, 0.530, 1.453], [-0.698, 2.450, 0.505], [-0.468, 1.937, -0.974], [-2.053, 0.084, -1.076]], "max_force_ev_per_a": 5.16, "orbital_gap_ev": 9.2, "total_charge": 0, "smiles": "NS[C@@H](N)C(=O)O", "e_above_lowest_kj_mol": 110.1}

=====

{"formula": "C2H6N2O2S", "method": "the ωB97M-V functional and the def2-TZVPD basis", "species": ["C", "C", "N", "N", "O", "O", "S", "H", "H", "H", "H", "H", "H"], "positions_angstrom": [[1.431, 1.121, -0.525], [-2.028, -0.866, -0.108], [2.654, 1.253, -0.322], [0.956, -0.195, -0.702], [-0.186, -1.860, 1.550], [-0.592, 0.604, 1.570], [-0.578, -0.666, 0.900], [0.656, 1.817, -0.634], [-2.852, -0.290, 0.413], [-1.969, -0.429, -1.161], [-2.196, -1.942, -0.237], [3.031, 2.321, -0.333], [1.672, -0.870, -0.411]], "max_force_ev_per_a": 5.13, "orbital_gap_ev": [8.9, 8.9], "total_charge": 0, "e_above_lowest_kj_mol": 324.8}

=====

{"formula": "C2H6N2O3", "method": "the ωB97M-V functional and the def2-TZVPD basis", "species": ["N", "C", "O", "N", "C", "O", "H", "H", "H", "H", "O", "H", "H"], "positions_angstrom": [[-0.066, 0.943, -1.291], [0.857, 1.267, -0.355], [1.816, 1.967, -0.553], [0.532, 0.716, 0.936], [1.052, -0.457, 1.391], [1.698, -1.244, 0.749], [-0.855, 0.344, -1.105], [0.109, 1.119, -2.276], [0.224, 1.407, 1.602], [0.837, -0.647, 2.453], [-1.793, -1.669, -0.361], [-2.479, -2.136, 0.115], [-1.934, -1.612, -1.305]], "max_force_ev_per_a": 1.22, "orbital_gap_ev": 10.4, "total_charge": 0, "smiles": "NC(=O)NC=O.O", "e_above_lowest_kj_mol": 80.4}

=====

{"formula": "C2H6N2O3", "method": "the ωB97M-V functional and the def2-TZVPD basis", "species": ["C", "C", "N", "N", "O", "O", "O", "H", "H", "H", "H", "H", "H"], "positions_angstrom": [[0.284, -0.592, 1.711], [-0.113, -0.752, 0.258], [-1.006, 0.559, -1.509], [-0.479, 0.515, -0.203], [0.005, 0.364, -2.349], [0.667, 1.409, -0.457], [1.166, 1.133, -1.750], [1.046, 0.401, 1.881], [0.887, -1.416, 2.234], [-0.634, -0.464, 2.267], [-0.944, -1.316, 0.017], [0.738, -1.215, -0.383], [-1.617, 1.374, -1.716]], "max_force_ev_per_a": 10.57, "orbital_gap_ev": [7.6, 8.3], "total_charge": 0, "spin_multiplicity": 3, "s_squared": 2.014, "e_above_lowest_kj_mol": 835.4}

=====

{"formula": "C2H6N2O3", "method": "the ωB97M-V functional and the def2-TZVPD basis", "species": ["O", "C", "N", "C", "N", "O", "H", "H", "H", "H", "H", "H", "O"], "positions_angstrom": [[-2.725, -1.585, 0.664], [-2.017, -2.220, -0.151], [-0.839, -1.812, -0.556], [-0.096, -0.533, -0.292], [-0.542, 0.176, 0.752], [0.915, -0.401, -0.894], [-2.391, -3.117, -0.667], [-0.380, -2.279, -1.336], [-1.301, -0.021, 1.383], [0.086, 0.792, 1.266], [3.209, 2.926, 0.124], [3.085, 4.401, 0.174], [2.995, 3.675, -0.467]], "max_force_ev_per_a": 1.83, "orbital_gap_ev": [8.2, 3.5], "total_charge": 1, "spin_multiplicity": 2, "s_squared": 0.755, "e_above_lowest_kj_mol": 76.8}

=====

{"formula": "C2H6N2O4", "method": "the ωB97M-V functional and the def2-TZVPD basis", "species": ["N", "C", "O", "O", "H", "H", "H", "N", "C", "O", "O", "H", "H", "H"], "positions_angstrom": [[-0.771, 0.873, 0.712], [-0.453, 2.246, 0.524], [0.328, 2.905, 1.199], [-1.069, 2.842, -0.539], [-1.720, 0.594, 0.457], [-0.626, 0.681, 1.697], [-1.215, 2.264, -1.338], [0.282, -2.430, -0.001], [1.341, -1.656, -0.499], [2.491, -2.024, -0.527], [0.933, -0.472, -1.017], [0.572, -3.405, 0.135], [-0.564, -2.378, -0.534], [0.472, -0.039, -0.269]], "max_force_ev_per_a": 2.94, "orbital_gap_ev": 10.5, "total_charge": 0, "smiles": "NC(=O)O.NC(=O)O", "e_above_lowest_kj_mol": 30.8}

=====

{"formula": "C2H6N2OS", "method": "the ωB97M-V functional and the def2-TZVPD basis", "species": ["C", "N", "O", "H", "H", "H", "C", "N", "S", "H", "H", "H"], "positions_angstrom": [[-0.944, 1.428, 1.591], [-0.978, 1.196, 0.381], [-1.912, 1.172, -0.400], [-0.025, 1.141, 2.064], [-1.869, 1.583, 2.198], [0.075, 0.955, -0.012], [1.893, -1.053, -1.236], [0.720, -0.894, -0.789], [-0.415, -2.063, -0.858], [2.484, -0.196, -1.298], [2.240, -2.058, -1.537], [-1.269, -1.212, -0.103]], "max_force_ev_per_a": 5.73, "orbital_gap_ev": 9.7, "total_charge": 0, "smiles": "C=[NH+][O-].C=NS", "e_above_lowest_kj_mol": 477.7}

=====

{"formula": "C2H6N2OS", "method": "the ωB97M-V functional and the def2-TZVPD basis", "species": ["H", "N", "C", "N", "O", "S", "C", "H", "H", "H", "H", "H"], "positions_angstrom": [[-0.216, -1.904, 1.335], [0.338, -1.082, 1.492], [0.167, -0.459, 0.407], [0.679, 0.919, 0.279], [1.725, 1.135, 1.244], [-0.735, -0.784, -0.958], [-1.449, 0.797, -1.234], [1.138, 1.084, -0.652], [2.255, 0.076, 1.271], [-0.608, 1.744, -1.371], [-1.918, 0.384, -2.266], [-2.122, 1.188, -0.375]], "max_force_ev_per_a": 5.13, "orbital_gap_ev": 9.9, "total_charge": 0, "smiles": "[H]/N=C(/NO)SC", "e_above_lowest_kj_mol": 462.3}

=====

{"formula": "C2H6N2OS", "method": "the ωB97M-V functional and the def2-TZVPD basis", "species": ["C", "O", "N", "C", "N", "S", "H", "H", "H", "H", "H", "H"], "positions_angstrom": [[2.615, -0.589, -0.006], [1.197, -0.281, -0.188], [0.927, 0.945, 0.184], [-0.285, 1.457, 0.060], [-1.432, 0.726, -0.255], [-1.608, -0.930, 0.139], [2.744, -1.746, 0.048], [3.062, -0.011, 1.103], [3.212, -0.141, -0.960], [-0.422, 2.537, 0.348], [-2.303, 1.299, -0.536], [-0.579, -1.713, -0.553]], "max_force_ev_per_a": 5.25, "orbital_gap_ev": 8.8, "total_charge": 0, "smiles": "CO/N=C\\NS", "e_above_lowest_kj_mol": 487.5}

=====

{"formula": "C2H6N2OS", "method": "the ωB97M-V functional and the def2-TZVPD basis", "species": ["C", "C", "H", "H", "H", "H", "H", "H", "N", "N", "O", "S"], "positions_angstrom": [[-1.404, 0.565, 0.633], [1.301, -0.447, -0.242], [-0.308, 0.917, 0.748], [-2.241, 1.346, 0.496], [-1.728, 0.181, 1.640], [0.041, -2.008, 0.565], [2.101, 1.264, -1.012], [0.465, 0.444, -1.702], [0.022, -1.283, -0.193], [1.117, 0.920, -0.678], [2.215, -1.052, 0.314], [-1.582, -0.848, -0.568]], "max_force_ev_per_a": 6.25, "orbital_gap_ev": 9.4, "total_charge": 0, "e_above_lowest_kj_mol": 288.5}

=====

{"formula": "C2H6N2OS2", "method": "the ωB97M-V functional and the def2-TZVPD basis", "species": ["C", "S", "C", "N", "O", "N", "S", "H", "H", "H", "H", "H", "H"], "positions_angstrom": [[0.055, 0.715, -2.361], [0.142, 1.593, -0.788], [0.001, 0.235, 0.327], [0.211, -0.955, -0.088], [-0.073, -1.941, 0.821], [-0.368, 0.584, 1.600], [0.542, 0.134, 2.956], [-0.814, 0.106, -2.413], [-0.008, 1.518, -3.011], [0.954, 0.122, -2.441], [0.215, -2.740, 0.344], [-0.685, 1.524, 1.716], [-0.171, -0.895, 3.337]], "max_force_ev_per_a": 2.23, "orbital_gap_ev": 9.2, "total_charge": 0, "smiles": "CS/C(=N/O)NS", "e_above_lowest_kj_mol": 191.9}

=====

{"formula": "C2H6N2P2", "method": "the ωB97M-V functional and the def2-TZVPD basis", "species": ["N", "P", "N", "C", "C", "P", "H", "H", "H", "H", "H", "H"], "positions_angstrom": [[0.366, -1.460, 0.763], [-0.372, -0.019, 0.844], [-1.282, 0.093, -0.749], [1.092, 0.951, 0.305], [2.359, 0.431, 0.648], [2.585, -0.147, -0.950], [0.983, -1.468, 0.026], [-0.406, -2.122, 0.860], [-2.325, -0.303, -0.621], [-1.268, 0.930, -1.276], [0.826, 1.939, 0.008], [3.133, 0.631, 1.437]], "max_force_ev_per_a": 4.32, "orbital_gap_ev": 7.9, "total_charge": 0, "smiles": "NP(N)[C@H]1C=P1", "e_above_lowest_kj_mol": 128.4}

=====

{"formula": "C2H6N2S", "method": "the ωB97M-V functional and the def2-TZVPD basis", "species": ["C", "C", "H", "H", "H", "H", "H", "H", "N", "N", "S"], "positions_angstrom": [[0.361, 1.233, 0.455], [0.580, -1.109, 0.370], [-0.730, 1.789, 0.413], [0.776, 0.729, 1.686], [1.440, 1.933, 0.108], [-0.648, -1.045, -1.887], [-2.191, 0.151, -0.888], [0.944, -0.973, 1.379], [-0.007, -0.078, -0.205], [-0.981, -0.027, -1.334], [0.457, -2.604, -0.097]], "max_force_ev_per_a": 5.33, "orbital_gap_ev": 8.7, "total_charge": 0, "e_above_lowest_kj_mol": 562.0}

=====

{"formula": "C2H6N2S", "method": "the ωB97M-V functional and the def2-TZVPD basis", "species": ["C", "C", "H", "H", "H", "H", "H", "H", "N", "N", "S"], "positions_angstrom": [[1.229, -1.024, 0.095], [-0.980, -0.003, -0.157], [1.170, -1.486, 1.167], [1.673, -1.791, -0.786], [2.392, -0.460, 0.164], [0.913, 0.979, 0.161], [-0.794, 2.430, -0.401], [-2.466, 1.572, 0.031], [0.374, 0.006, -0.362], [-1.543, 1.238, 0.152], [-1.969, -1.462, -0.063]], "max_force_ev_per_a": 7.21, "orbital_gap_ev": 7.9, "total_charge": 0, "e_above_lowest_kj_mol": 439.6}

=====

{"formula": "C2H6N2S2", "method": "the ωB97M-V functional and the def2-TZVPD basis", "species": ["H", "N", "C", "N", "S", "S", "C", "H", "H", "H", "H", "H"], "positions_angstrom": [[0.305, 2.502, 0.140], [0.429, 1.431, 0.043], [-0.365, 0.492, -0.058], [-1.755, 0.498, -0.256], [-2.733, -0.865, 0.210], [0.335, -1.220, -0.171], [2.095, -0.866, 0.199], [-2.369, 1.386, 0.239], [-3.398, -0.901, -0.976], [2.542, -0.039, -0.421], [2.541, -1.905, -0.145], [2.373, -0.512, 1.197]], "max_force_ev_per_a": 5.04, "orbital_gap_ev": 9.3, "total_charge": 0, "smiles": "[H]/N=C(\\NS)SC", "e_above_lowest_kj_mol": 174.9}